Below is 3 unconnected molecules or ions with the total composition C29H63N6O7P2 in a non-equilibrium geometry, with properties calculated with wB97M-V/def2-TZVPD.

Each atom is followed by the atoms it is bonded to, with distances in Å.
Atoms and positions in Å:
1 C -6.5909 -4.3405 5.1465  C2 1.533, H27 1.091, H28 1.092, H29 1.089
2 C -5.4352 -3.9814 4.2061  C1 1.533, C3 1.541, H30 1.096, H31 1.091
3 C -5.8901 -3.2801 2.9117  C2 1.541, C4 1.522, H32 1.092, H33 1.095
4 C -5.0073 -2.0864 2.5755  C3 1.522, N5 1.474, H34 1.098, H35 1.096
5 N -5.1434 -1.7528 1.1460  C4 1.474, C6 1.369, H36 1.014
6 C -4.6915 -0.5387 0.7046  N5 1.369, C7 1.405, N24 1.345
7 C -3.3379 -0.2680 0.4411  C6 1.405, P8 1.852, C10 1.378
8 P -2.1128 -1.6370 0.6744  C7 1.852, N9 1.554, H37 1.407, H38 1.395
9 N -2.6327 -3.0722 0.3830  P8 1.554, H39 1.012
10 C -2.9881 0.9939 0.0118  C7 1.378, C11 1.497, C16 1.435
11 C -1.5637 1.3992 -0.2071  C10 1.497, C12 1.550, H40 1.089, H41 1.087
12 C -0.9084 1.8296 1.1301  C11 1.550, C13 1.536, H42 1.094, H43 1.098
13 C 0.6090 1.6258 1.2514  C12 1.536, C14 1.525, C15 1.533, H44 1.096
14 C 1.0909 0.2409 0.8310  C13 1.525, H45 1.092, H46 1.095, H47 1.093
15 C 0.9900 1.8762 2.7153  C13 1.533, H48 1.091, H49 1.095, H50 1.091
16 C -4.0428 1.9446 -0.1934  C10 1.435, C17 1.504, N23 1.303
17 C -3.7970 3.3622 -0.6325  C16 1.504, C18 1.539, H51 1.087, H52 1.091
18 C -3.4215 4.3119 0.5185  C17 1.539, O19 1.207, N20 1.411
19 O -2.7336 5.2798 0.3024  C18 1.207
20 N -3.8898 3.9400 1.7964  C18 1.411, C21 1.464, C22 1.471
21 C -3.1140 4.5692 2.8675  N20 1.464, H53 1.093, H54 1.091, H55 1.088
22 C -5.3222 4.2433 1.9421  N20 1.471, H56 1.091, H57 1.089, H58 1.096
23 N -5.2931 1.6515 0.0280  C16 1.303, N24 1.329
24 N -5.5875 0.4438 0.4992  C6 1.345, N23 1.329, P25 1.791
25 P -7.3379 0.1843 0.7746  N24 1.791, N26 1.536, H59 1.402, H60 1.392
26 N -7.9936 -0.7220 -0.2785  P25 1.536, H61 1.013
27 H -7.5004 -4.5726 4.5907  C1 1.091
28 H -6.8062 -3.5090 5.8209  C1 1.092
29 H -6.3366 -5.1968 5.7701  C1 1.089
30 H -4.7563 -3.3067 4.7399  C2 1.096
31 H -4.8400 -4.8631 3.9638  C2 1.091
32 H -5.8543 -3.9680 2.0648  C3 1.092
33 H -6.9166 -2.9314 3.0645  C3 1.095
34 H -5.2395 -1.2209 3.2096  C4 1.098
35 H -3.9611 -2.3482 2.7680  C4 1.096
36 H -6.0410 -1.9972 0.7431  N5 1.014
37 H -1.7822 -1.4396 2.0272  P8 1.407
38 H -1.0309 -1.2306 -0.1065  P8 1.395
39 H -2.1291 -3.5416 -0.3590  N9 1.012
40 H -1.5294 2.2443 -0.8933  C11 1.089
41 H -1.0131 0.5858 -0.6724  C11 1.087
42 H -1.1323 2.8906 1.2779  C12 1.094
43 H -1.3956 1.2967 1.9571  C12 1.098
44 H 1.1131 2.3956 0.6560  C13 1.096
45 H 2.1775 0.1986 0.9255  C14 1.092
46 H 0.6711 -0.5367 1.4770  C14 1.095
47 H 0.8834 0.0053 -0.2155  C14 1.093
48 H 2.0496 1.6679 2.8728  C15 1.091
49 H 0.4262 1.2056 3.3717  C15 1.095
50 H 0.8009 2.9086 3.0135  C15 1.091
51 H -2.9721 3.4308 -1.3378  C17 1.087
52 H -4.6875 3.7420 -1.1360  C17 1.091
53 H -3.2614 5.6518 2.9095  C21 1.093
54 H -3.4393 4.1386 3.8159  C21 1.091
55 H -2.0546 4.3559 2.7388  C21 1.088
56 H -5.6843 3.8053 2.8739  C22 1.091
57 H -5.8917 3.8203 1.1161  C22 1.089
58 H -5.4902 5.3254 1.9855  C22 1.096
59 H -7.3280 -0.1823 2.1282  P25 1.402
60 H -7.6392 1.5428 0.7371  P25 1.392
61 H -8.4593 -1.5520 0.0679  N26 1.013
62 C 2.2922 -5.3358 0.3683  O63 1.410, H71 1.096, H72 1.088, H73 1.096
63 O 2.2571 -4.9554 -0.9886  C62 1.410, C64 1.408
64 C 1.2755 -3.9973 -1.3079  O63 1.408, C65 1.513, H74 1.100, H75 1.100
65 C 1.7874 -2.9463 -2.2681  C64 1.513, O66 1.416, H76 1.095, H77 1.091
66 O 2.7136 -2.0203 -1.7301  C65 1.416, C67 1.421
67 C 4.0401 -2.4574 -1.4668  O66 1.421, C68 1.511, H78 1.092, H79 1.093
68 C 4.8661 -2.7713 -2.6922  C67 1.511, O69 1.412, H80 1.099, H81 1.097
69 O 4.4733 -3.9928 -3.2825  C68 1.412, C70 1.411
70 C 4.5851 -4.0157 -4.6885  O69 1.411, H82 1.096, H83 1.088, H84 1.095
71 H 1.4586 -5.9985 0.6256  C62 1.096
72 H 3.2266 -5.8691 0.5305  C62 1.088
73 H 2.2681 -4.4608 1.0284  C62 1.096
74 H 0.9036 -3.5072 -0.3965  C64 1.100
75 H 0.4281 -4.5033 -1.7931  C64 1.100
76 H 0.9236 -2.3379 -2.5562  C65 1.095
77 H 2.1734 -3.4151 -3.1751  C65 1.091
78 H 4.0537 -3.2945 -0.7649  C67 1.092
79 H 4.5144 -1.6027 -0.9773  C67 1.093
80 H 5.9166 -2.8386 -2.3774  C68 1.099
81 H 4.7785 -1.9471 -3.4105  C68 1.097
82 H 4.1371 -3.1227 -5.1390  C70 1.096
83 H 4.0487 -4.8943 -5.0414  C70 1.088
84 H 5.6292 -4.0867 -5.0112  C70 1.095
85 C 7.9863 3.5728 -4.5128  O86 1.410, H94 1.095, H95 1.089, H96 1.095
86 O 7.2377 2.5840 -3.8415  C85 1.410, C87 1.415
87 C 7.9598 1.8742 -2.8537  O86 1.415, C88 1.511, H97 1.095, H98 1.099
88 C 7.1281 1.6380 -1.6147  C87 1.511, O89 1.416, H99 1.093, H100 1.093
89 O 6.8886 2.7930 -0.8310  C88 1.416, C90 1.415
90 C 5.9612 3.7558 -1.2947  O89 1.415, C91 1.511, H101 1.092, H102 1.092
91 C 4.5170 3.3146 -1.2402  C90 1.511, O92 1.415, H103 1.099, H104 1.097
92 O 4.2175 2.3858 -2.2649  C91 1.415, C93 1.404
93 C 3.3122 1.3814 -1.8889  O92 1.404, H105 1.097, H106 1.088, H107 1.100
94 H 8.6844 3.1336 -5.2337  C85 1.095
95 H 7.2811 4.2048 -5.0497  C85 1.089
96 H 8.5497 4.1942 -3.8085  C85 1.095
97 H 8.8731 2.4127 -2.5781  C87 1.095
98 H 8.2509 0.8935 -3.2544  C87 1.099
99 H 7.7102 0.9803 -0.9644  C88 1.093
100 H 6.1992 1.1208 -1.8697  C88 1.093
101 H 6.2122 4.1194 -2.2937  C90 1.092
102 H 6.0638 4.5907 -0.5976  C90 1.092
103 H 3.8815 4.2031 -1.3611  C91 1.099
104 H 4.3155 2.8784 -0.2535  C91 1.097
105 H 3.5823 0.9416 -0.9210  C93 1.097
106 H 3.3471 0.5952 -2.6407  C93 1.088
107 H 2.2852 1.7701 -1.8290  C93 1.100

Computed properties:
Net charge = +1
HOMO-LUMO gap = 6.129 eV
HOMO level = -10.5 eV